No. 1
Here is 10 unconnected molecules or ions with the total composition C10H40N16O10 from the Open Molecules 2025 dataset. Energies are from ωB97M-V/def2-TZVPD.

XYZ file:
```
76
Properties=species:S:1:pos:R:3:forces:R:3
N 1.7989 1.1381 -2.6625 0.7 0.4 0.4
C 2.7470 1.9730 -2.1452 0.8 -0.2 -1.9
N 2.2958 2.7751 -1.1827 0.1 1.7 1.9
O 3.8884 2.0871 -2.6139 -0.8 -0.5 0.5
H 2.1171 0.5409 -3.4013 -0.5 -0.2 0.1
H 0.9278 1.0571 -2.1662 -0.2 -0.5 -0.4
H 1.4405 2.7397 -0.6616 -0.3 -0.6 -0.5
H 2.9418 3.4466 -0.8009 0.2 -0.3 -0.3
N -1.7407 -0.7746 5.0410 0.0 -0.3 0.5
C -1.2521 0.0180 4.0805 -0.5 0.9 -2.3
N 0.0730 -0.0323 3.8964 0.5 0.2 -0.2
O -1.9230 0.7217 3.2808 0.0 -0.8 1.5
H -2.7145 -0.8404 5.2673 0.0 0.1 -0.1
H -1.0472 -1.3063 5.5337 -0.4 -0.2 0.4
H 0.7338 -0.5856 4.4107 0.0 0.1 0.2
H 0.4156 0.5774 3.1697 0.3 -0.1 0.1
N 3.1403 2.5672 4.3113 0.3 1.4 0.1
C 3.2268 1.2148 4.4008 -1.3 -0.2 0.3
N 2.8425 0.6261 3.2246 0.5 -0.7 -0.2
O 3.4353 0.6219 5.4533 0.5 0.0 -0.7
H 3.5662 3.1669 4.9962 -0.1 -0.4 0.3
H 2.9638 3.0255 3.4355 0.0 -0.3 -0.2
H 2.3482 1.1387 2.4924 0.6 -0.3 0.4
H 2.9397 -0.3714 3.1591 -0.1 0.0 0.1
N -1.0343 2.5535 1.3492 0.7 -0.4 0.7
C 0.2661 2.9427 1.4719 -0.4 -0.6 -1.0
N 0.5053 4.1845 1.0161 0.4 0.8 0.0
O 1.1877 2.1690 1.7796 -0.8 0.7 0.1
H -1.2660 1.7591 1.9457 -0.5 0.0 0.2
H -1.7562 3.2361 1.2094 0.0 0.1 0.2
H -0.2550 4.8066 0.8188 0.1 0.2 -0.1
H 1.4505 4.5055 0.9037 -0.1 0.1 0.2
N 2.7838 -2.5283 -0.3542 0.7 0.2 0.7
C 2.5749 -2.0602 -1.6114 -1.2 -1.3 0.8
N 3.7112 -1.8087 -2.2819 0.2 0.3 -0.4
O 1.4143 -2.0310 -2.0580 1.0 0.4 -0.3
H 2.0657 -2.8870 0.2508 -0.5 0.1 -0.4
H 3.6855 -2.4412 0.0803 0.0 0.0 -0.1
H 3.7392 -1.4522 -3.2186 -0.2 0.1 0.1
H 4.5842 -1.9408 -1.8088 0.1 0.1 -0.1
N -2.4412 -3.7902 0.2945 0.0 0.0 0.3
C -1.6208 -3.7002 1.3765 0.6 -0.4 -1.1
N -2.1164 -2.9268 2.3793 0.6 -0.2 0.2
O -0.5050 -4.2202 1.4085 -0.4 0.2 0.3
H -2.1382 -4.3434 -0.4853 0.0 0.1 -0.1
H -3.3035 -3.2700 0.2836 -0.1 -0.1 -0.3
H -1.6236 -3.1012 3.2397 -0.5 0.4 0.2
H -3.0846 -2.6701 2.3285 -0.1 0.0 0.5
N 1.0357 -1.9157 -4.8280 0.7 0.5 0.0
C -0.1185 -2.1134 -5.5199 -0.2 -1.9 1.2
N -0.2154 -1.4718 -6.6972 -0.4 0.9 -1.6
O -0.9729 -2.9050 -5.1215 0.2 0.8 -0.3
H 1.1996 -2.2750 -3.8889 -0.5 0.1 -0.3
H 1.7878 -1.4043 -5.2559 -0.1 0.0 0.0
H -0.9742 -1.6864 -7.3191 -0.2 -0.2 0.4
H 0.4169 -0.7913 -7.0768 0.3 0.0 0.5
N -2.0638 1.9961 -1.5650 -0.2 0.4 0.4
C -2.4456 2.2291 -2.8485 -0.4 0.9 0.1
N -2.2168 1.1622 -3.6593 -0.4 1.1 0.3
O -2.9633 3.3000 -3.1871 0.4 -1.0 -0.1
H -1.5026 1.1974 -1.3067 0.0 0.1 0.1
H -2.2385 2.7636 -0.9451 0.2 -0.2 0.1
H -2.3911 1.3707 -4.6273 0.3 -0.9 -0.1
H -1.7859 0.3846 -3.1933 0.1 -0.6 -0.9
C -3.9623 -0.4391 1.3141 0.9 0.3 -0.1
O -4.7908 -1.4238 0.7289 -0.5 -0.2 0.2
H -4.3507 0.5817 1.3081 -0.3 -0.1 -0.2
H -3.7567 -0.6765 2.3554 -0.2 -0.1 0.0
H -3.0001 -0.4473 0.7944 -0.1 0.2 0.1
H -5.1756 -1.0733 -0.0790 0.1 0.0 0.0
C -0.3113 -0.4099 0.3101 -0.7 -0.1 -0.1
O -0.4406 -0.3100 -1.1141 0.2 0.0 0.3
H 0.5827 0.1103 0.6533 0.1 -0.3 0.1
H -1.1718 0.0679 0.7726 0.1 0.3 -0.2
H -0.4201 -1.4434 0.6469 0.6 -0.1 -0.1
H 0.2575 -0.8882 -1.4881 -0.3 -0.1 -0.1
```
Positions in Å, forces in eV/Å.

Properties
- E_HOMO: -9.51 eV
- Relative energy (zero: lowest compared OMol25 entry of this formula, charge and spin): 74.0 kJ/mol
- E_tot: -55343.3820 eV
- Structure (SMILES): NC(N)=O.NC(N)=O.NC(N)=O.NC(N)=O.NC(N)=O.NC(N)=O.NC(N)=O.NC(N)=O.CO.CO
- Multiplicity: 1
- Orbital gap: 9.66 eV


No. 2
Here is a molecular structure, C2H4Br2 from the Open Molecules 2025 dataset. Energies are from ωB97M-V/def2-TZVPD.

XYZ file:
```
8
Properties=species:S:1:pos:R:3:forces:R:3
Br 0.5121 1.5569 -0.7533 0.3 -0.5 0.8
Br 1.6244 -1.4381 -0.7086 -0.1 0.7 0.8
C 2.7250 0.6988 0.9309 0.0 -0.8 -0.6
C 1.3873 0.2069 0.4207 0.2 -0.3 -0.9
H 2.5707 1.5699 1.5321 0.0 0.4 0.6
H 3.2753 -0.0953 1.4533 -0.5 0.2 0.2
H 3.3640 0.9656 0.1089 0.2 0.3 -0.5
H 0.7213 -0.0426 1.2448 -0.2 0.0 -0.4
```
Positions in Å, forces in eV/Å.

Properties
- E_HOMO: -10.08 eV
- Relative energy (zero: lowest compared OMol25 entry of this formula, charge and spin): 22.2 kJ/mol
- E_tot: -142223.7432 eV
- Multiplicity: 1
- Orbital gap: 10.56 eV


No. 3
Here is a molecular structure, C3H8N2O from the Open Molecules 2025 dataset. Energies are from ωB97M-V/def2-TZVPD.

XYZ file:
```
14
Properties=species:S:1:pos:R:3:forces:R:3
C 0.4666 -1.9725 0.2037 0.5 0.0 0.1
C -0.4593 -0.8758 0.0092 -1.3 1.1 -0.5
N 1.9556 1.9971 0.0670 -0.1 1.0 -0.1
N -2.5872 0.3860 -0.3767 -0.4 0.4 -0.1
C -1.2705 0.0491 -0.2111 0.2 -2.0 0.6
O 0.9658 1.0422 -0.1220 -1.0 -0.8 0.0
H 2.4815 2.1052 -0.7998 -0.2 -0.2 0.1
H 2.6157 1.6971 0.7825 -0.4 -0.2 0.0
H -3.2278 -0.0091 0.2975 0.1 -0.1 -0.1
H -2.7859 1.3614 -0.5369 0.2 0.0 0.1
H -0.2797 1.0299 -0.0791 2.5 0.7 0.0
H 1.1447 -2.0697 -0.6474 -0.1 0.0 0.0
H 1.0710 -1.8299 1.1023 -0.1 0.0 0.0
H -0.0906 -2.9110 0.3109 0.0 0.2 0.0
```
Positions in Å, forces in eV/Å.

Properties
- E_HOMO: -7.81 eV
- Relative energy (zero: lowest compared OMol25 entry of this formula, charge and spin): 640.9 kJ/mol
- E_tot: -8262.6833 eV
- Multiplicity: 1
- Orbital gap: 8.28 eV


No. 4
Here is C5H10N2 in the gas phase from the Open Molecules 2025 dataset. Energies are from ωB97M-V/def2-TZVPD.

XYZ file:
```
17
Properties=species:S:1:pos:R:3:forces:R:3
C 0.2392 1.1439 -1.7089 0.0 0.0 0.0
C -0.9521 0.2850 -1.3518 -0.1 0.2 -0.1
N -0.7999 -1.1482 -1.0940 0.2 -0.2 0.0
C -1.1024 -0.2523 0.0227 -0.1 0.1 0.2
C -0.1139 0.1166 1.0978 -0.1 0.1 0.0
C 0.3251 -0.8714 2.1079 -0.1 -0.1 0.2
N 1.2664 -0.3565 1.1123 0.2 -0.1 -0.2
H 0.4586 1.0867 -2.7804 0.0 0.0 0.1
H 1.1369 0.8447 -1.1569 -0.2 0.0 -0.1
H 0.0386 2.1922 -1.4599 0.0 -0.1 -0.1
H -1.8632 0.5162 -1.9037 0.1 0.0 0.1
H 0.1862 -1.4043 -1.1250 -0.1 0.1 0.1
H -2.1130 -0.3902 0.4072 0.1 0.0 -0.1
H -0.2017 1.1537 1.4224 0.0 -0.1 0.0
H 0.5229 -0.5607 3.1311 0.0 0.0 -0.2
H -0.0331 -1.8936 1.9987 0.0 0.2 0.0
H 1.4168 -1.0576 0.3907 0.0 0.1 0.1
```
Positions in Å, forces in eV/Å.

Properties
- E_HOMO: -9.31 eV
- Relative energy (zero: lowest compared OMol25 entry of this formula, charge and spin): 201.3 kJ/mol
- E_tot: -8325.2464 eV
- Structure (SMILES): C[C@H]1N[C@H]1[C@H]1CN1
- Multiplicity: 1
- Orbital gap: 10.51 eV


No. 5
Here is C5H5NO in the gas phase from the Open Molecules 2025 dataset. Energies are from ωB97M-V/def2-TZVPD.

XYZ file:
```
12
Properties=species:S:1:pos:R:3:forces:R:3
C 2.2818 -1.5256 -0.0474 -0.6 -2.7 -0.9
C 1.4576 -0.6633 0.1102 -0.8 -0.7 0.2
C 0.6925 0.5235 0.1512 0.2 3.4 -2.1
C 1.4762 1.6320 -0.1411 -2.4 -2.7 1.7
N -0.7950 0.6777 0.0671 -1.3 0.7 0.1
C -1.6455 -0.4160 0.0329 -3.0 -1.4 2.1
O -2.9433 -0.4741 -0.1341 6.7 0.8 0.4
H 2.4831 -2.5759 -0.4087 0.4 1.9 0.8
H 2.5499 1.4994 -0.2222 -0.3 0.6 0.1
H 0.8423 2.4658 0.0205 0.6 1.7 -0.6
H -1.3502 1.6416 0.0481 2.3 -2.5 -0.2
H -0.9888 -1.2860 0.5305 -1.7 0.9 -1.7
```
Positions in Å, forces in eV/Å.

Properties
- E_HOMO: -9.18 eV
- Relative energy (zero: lowest compared OMol25 entry of this formula, charge and spin): 424.8 kJ/mol
- E_tot: -8799.0167 eV
- Structure (SMILES): C#CC(=C)NC=O
- Multiplicity: 1
- Orbital gap: 9.34 eV


No. 6
Here is 5 unconnected molecules or ions with the total composition C15H26NO12S from the Open Molecules 2025 dataset. Energies are from ωB97M-V/def2-TZVPD.

XYZ file:
```
55
Properties=species:S:1:pos:R:3:forces:R:3
N 2.7384 2.4925 1.4578 0.0 -0.9 1.2
O 1.7195 3.0070 1.9238 -1.4 0.9 0.3
O 3.3441 2.8724 0.5186 1.1 4.4 -5.4
O 3.2563 1.5246 1.9384 0.3 -4.4 4.1
O 0.9483 -1.8137 -0.9564 -2.5 -1.0 -0.2
C -0.1611 -2.2412 -1.2582 4.2 0.8 -0.5
O -0.7494 -3.2504 -0.6034 -0.8 -0.8 -0.2
C -2.1056 -3.3724 -1.0555 -0.7 0.9 0.1
C -2.2726 -2.3710 -2.2187 -2.0 0.0 0.7
C -0.9362 -1.7619 -2.4776 0.2 -0.6 1.0
H -2.7417 -3.1049 -0.2117 0.1 0.1 0.1
H -2.5105 -4.3178 -1.4165 1.2 -0.7 0.4
H -3.0376 -1.6821 -1.8607 0.0 0.3 -0.5
H -2.6610 -2.9568 -3.0519 -0.1 0.5 -0.2
H -0.7594 -0.6884 -2.4109 -0.6 0.0 -0.7
H -0.6255 -2.2413 -3.4059 1.0 0.5 0.2
O 4.4899 -3.6627 2.7672 -0.3 -1.1 0.9
C 3.8564 -4.0377 3.7321 1.2 3.0 -3.4
O 3.8550 -5.2712 4.1731 0.6 -1.4 0.4
C 3.1734 -5.2920 5.3889 -1.8 0.0 1.7
C 2.2578 -4.0558 5.3678 -1.4 -1.2 2.0
C 3.0091 -3.1044 4.5417 0.1 -0.5 -0.7
H 3.7897 -5.2287 6.2858 0.7 -0.3 -0.3
H 2.5487 -6.1826 5.4564 0.4 -0.2 -0.1
H 2.0479 -3.6493 6.3572 0.3 -0.2 0.3
H 1.2689 -4.4203 5.0897 0.0 0.5 -1.0
H 3.7652 -2.6333 5.1698 -0.4 0.9 -0.1
H 2.3957 -2.4886 3.8841 0.6 0.4 0.2
O 3.7101 2.4907 -4.8078 0.9 1.8 -2.6
C 3.6575 3.0557 -5.9050 1.5 -1.2 3.2
O 2.5710 2.9100 -6.6068 -1.9 0.2 -2.1
C 2.5623 3.7674 -7.7815 -3.5 -0.8 0.6
C 3.9051 4.1264 -8.0756 3.8 1.7 -0.2
C 4.7008 3.8282 -6.7766 -0.4 -1.1 -0.3
H 1.8971 4.5960 -7.5388 0.1 0.2 0.1
H 2.1067 3.2579 -8.6306 -0.2 -0.4 0.4
H 4.0650 5.1802 -8.3040 -0.4 0.1 -0.1
H 4.2987 3.6278 -8.9613 0.1 -0.4 0.3
H 5.1846 4.7112 -6.3590 -0.2 -0.3 0.3
H 5.4419 3.0733 -7.0396 0.3 0.2 0.4
O -6.1739 0.4913 2.2282 -1.1 3.0 1.5
S -6.3821 1.7081 3.0726 1.7 -2.4 -0.2
O -7.3278 1.6668 4.1963 1.8 0.5 -2.3
O -4.8842 2.0420 3.6821 -3.2 0.6 0.8
C -3.6539 1.7084 3.0761 0.5 -2.2 0.1
C -3.2932 0.2176 3.4542 0.7 0.3 0.3
C -6.5160 3.2119 2.0315 -0.3 0.0 1.1
H -2.9938 2.4490 3.5275 0.3 -0.2 -0.5
H -3.7324 1.7716 1.9907 0.2 0.3 0.0
H -2.6563 -0.3191 2.7510 -0.5 0.3 -0.8
H -4.1882 -0.3597 3.6862 0.0 0.1 -0.4
H -2.6367 0.0837 4.3139 -0.2 0.8 0.5
H -7.5067 3.4000 1.6176 0.1 -0.8 -0.4
H -5.6743 3.1676 1.3404 -0.4 -0.1 -0.2
H -6.3852 4.0683 2.6931 0.4 -0.2 0.3
```
Positions in Å, forces in eV/Å.

Properties
- E_HOMO: -3.19 eV
- E_tot: -52866.4495 eV
- Multiplicity: 1
- Orbital gap: 5.25 eV
- Total charge: -1


No. 7
Here is 2 unconnected molecules or ions with the total composition C2H4OS2 from the Open Molecules 2025 dataset. Energies are from ωB97M-V/def2-TZVPD.

XYZ file:
```
9
Properties=species:S:1:pos:R:3:forces:R:3
C -0.4686 -0.8085 -0.0353 4.3 1.2 -4.5
C 0.8617 1.3832 0.4228 -0.6 -0.4 -1.2
O -1.8526 -2.5317 -1.2232 0.0 -0.7 -1.9
S -1.7549 -1.8621 0.0756 -2.6 -1.5 2.4
S 0.2117 -0.1125 1.3379 0.6 0.6 -1.0
H 0.2194 -0.9549 -1.3293 -2.0 0.5 4.2
H -0.0903 1.5830 -0.2624 2.5 0.2 1.4
H 1.8355 1.1834 -0.2186 -2.1 0.2 1.4
H 1.0380 2.1202 1.2324 -0.1 -0.1 -0.9
```
Positions in Å, forces in eV/Å.

Properties
- E_HOMO (alpha / beta): -6.79 / -10.05 eV
- Relative energy (zero: lowest compared OMol25 entry of this formula, charge and spin): 199.1 kJ/mol
- E_tot: -25851.6084 eV
- Multiplicity: 3
- Orbital gap (alpha / beta): 7.39 / 7.95 eV